--- one ---
C2H4N4O | the ωB97M-V functional and the def2-TZVPD basis

The geometry in XYZ format:
```
11
C2H4N4O (the ωB97M-V functional and the def2-TZVPD basis)
N -2.31 0.41 -0.14
N -1.47 -0.82 0.20
C -0.28 -0.44 -0.04
N 0.87 -1.20 -0.14
C 1.84 -0.38 -0.02
N 1.48 1.01 -0.03
O 0.12 0.90 -0.14
H -1.69 1.19 0.42
H -3.31 0.18 0.35
H 2.83 -0.71 0.49
H 1.80 1.28 0.99
```

HOMO ... -8.8 eV
Multiplicity ... 1
Lowest unoccupied orbital energy ... 0.010 Ha



--- two ---
C2H4N4O | the ωB97M-V functional and the def2-TZVPD basis

The geometry in XYZ format:
```
11
C2H4N4O (the ωB97M-V functional and the def2-TZVPD basis)
H 1.61 -1.05 0.01
N 1.03 -0.81 -0.80
C -0.23 -1.00 -0.56
N -0.75 -1.34 0.63
H -0.96 -0.86 -1.37
H -1.73 -1.12 0.78
H -0.18 -1.22 1.45
N -1.52 2.11 -0.10
C -0.39 1.89 -0.25
N 1.26 1.64 -0.41
O 1.86 1.76 0.62
```

HOMO ... -9.8 eV
Multiplicity ... 1
Lowest unoccupied orbital energy ... -0.053 Ha



Of them, two has the highest stability.



--- one ---
C2H4N4O | the ωB97M-V functional and the def2-TZVPD basis

The geometry in XYZ format:
```
11
C2H4N4O (the ωB97M-V functional and the def2-TZVPD basis)
C -0.86 -0.75 -0.24
C -1.07 0.77 0.07
N 0.52 -0.97 -0.07
N 0.32 1.15 0.47
N 1.09 0.13 0.33
N 2.71 0.02 0.61
O 3.16 -0.09 -0.45
H -1.46 -1.36 0.59
H -1.26 -1.17 -1.22
H -1.39 1.19 -0.85
H -1.76 1.09 0.77
```

HOMO (spin up / spin down) ... -8.0 / -8.0 eV
Multiplicity ... 1
Lowest unoccupied orbital energy (spin up / spin down) ... -0.060 / -0.060 Ha



--- two ---
C2H4N4O | the ωB97M-V functional and the def2-TZVPD basis

The geometry in XYZ format:
```
11
C2H4N4O (the ωB97M-V functional and the def2-TZVPD basis)
N -1.11 0.22 -1.27
N -0.17 0.68 -0.39
C 0.94 -0.21 -0.71
N 1.64 -0.78 0.13
C 0.87 -0.35 1.36
O 1.32 -0.78 2.47
N -0.39 0.27 1.01
H -1.82 1.04 -1.68
H -1.56 -0.56 -0.86
H 1.14 -0.48 -1.81
H -0.86 0.94 1.73
```

HOMO ... -9.9 eV
Multiplicity ... 1
Lowest unoccupied orbital energy ... 0.019 Ha



Of them, two has the highest stability.



--- one ---
C2H4N4O | the ωB97M-V functional and the def2-TZVPD basis

The geometry in XYZ format:
```
11
C2H4N4O (the ωB97M-V functional and the def2-TZVPD basis)
C -1.69 -0.35 0.11
N -0.58 0.57 0.09
C 0.67 0.23 0.02
N 1.78 1.05 0.11
N 2.83 0.42 -0.06
O 2.50 -0.89 -0.28
N 1.18 -1.07 -0.26
H -1.61 -1.13 0.94
H -2.58 0.20 0.09
H -1.63 -0.61 -0.98
H -0.87 1.58 0.21
```

HOMO ... -9.0 eV
Multiplicity ... 1
Lowest unoccupied orbital energy ... 0.024 Ha



--- two ---
C2H4N4O | the ωB97M-V functional and the def2-TZVPD basis

The geometry in XYZ format:
```
11
C2H4N4O (the ωB97M-V functional and the def2-TZVPD basis)
C 0.89 -0.56 0.02
C -0.79 0.76 -0.53
H 1.83 -1.62 1.71
H 3.25 -1.43 0.25
H -0.99 2.38 -1.80
H -2.10 -0.21 0.48
N 1.90 -1.31 0.36
N 0.67 0.63 -0.48
N -1.50 1.58 -1.18
N -1.22 0.13 0.61
O -0.20 -0.94 0.91
```

HOMO ... -9.1 eV
Multiplicity ... 1
Lowest unoccupied orbital energy ... -0.022 Ha



Of them, one has the highest stability.



--- one ---
C2H4N4O | the ωB97M-V functional and the def2-TZVPD basis

The geometry in XYZ format:
```
11
C2H4N4O (the ωB97M-V functional and the def2-TZVPD basis)
N -0.68 1.65 1.75
C -0.44 0.77 0.65
N -1.42 0.30 -0.21
N -0.71 -0.60 -1.07
C 0.54 -0.82 -0.70
O 1.64 -1.28 -1.24
N 0.72 -0.05 0.53
H -0.83 0.85 2.45
H -1.33 2.44 1.56
H 1.55 -1.79 -2.02
H 1.50 -0.05 1.19
```

HOMO ... -8.6 eV
Multiplicity ... 1
Lowest unoccupied orbital energy ... 0.021 Ha



--- two ---
C2H4N4O | the ωB97M-V functional and the def2-TZVPD basis

The geometry in XYZ format:
```
11
C2H4N4O (the ωB97M-V functional and the def2-TZVPD basis)
N -1.87 -1.10 0.11
C -0.82 -0.16 -0.02
N -0.98 1.12 0.01
O 0.23 1.73 -0.04
N 1.26 0.83 0.04
C 0.72 -0.36 0.08
N 1.46 -1.49 -0.08
H -2.70 -0.81 -0.44
H -1.59 -1.94 -0.38
H 1.52 -2.14 0.67
H 2.41 -1.37 -0.49
```

HOMO ... -9.3 eV
Multiplicity ... 1
Lowest unoccupied orbital energy ... 0.027 Ha



--- three ---
C2H4N4O | the ωB97M-V functional and the def2-TZVPD basis

The geometry in XYZ format:
```
11
C2H4N4O (the ωB97M-V functional and the def2-TZVPD basis)
H 1.77 1.68 -0.31
N 0.74 1.86 -0.12
C 0.08 0.78 0.07
N -1.28 0.75 0.13
C -1.60 -0.59 -0.05
N -0.58 -1.36 -0.13
N 0.46 -0.56 0.22
O 1.77 -0.91 -0.13
H -1.79 1.70 0.07
H -2.53 -0.99 -0.33
H 2.12 -1.04 0.79
```

HOMO ... -8.4 eV
Multiplicity ... 1
Lowest unoccupied orbital energy ... 0.029 Ha



--- four ---
C2H4N4O | the ωB97M-V functional and the def2-TZVPD basis

The geometry in XYZ format:
```
11
C2H4N4O (the ωB97M-V functional and the def2-TZVPD basis)
H -2.28 1.71 0.34
N -1.39 1.80 -0.13
C -0.61 0.79 0.01
N -0.87 -0.45 0.62
N 0.06 -1.40 0.85
C 1.04 -1.33 0.07
O 1.13 -0.41 -0.95
N 0.71 0.87 -0.41
H -1.63 -0.52 1.25
H 1.90 -2.01 0.12
H 0.80 1.54 -1.16
```

HOMO ... -9.2 eV
Multiplicity ... 1
Lowest unoccupied orbital energy ... 0.033 Ha



Of them, one has the highest stability.